Entry 1:
DFT (ωB97M-V with the def2-TZVPD basis set) results for a single C10H21N3O4 molecule at a distorted geometry.

Computed properties:
**Strongest force on any atom**: 0.048 Eh/bohr
**HOMO**: -9.29 eV
**Molecular weight**: 247.3 g mol⁻¹
**DFT total energy**: -858.893363 Ha
**SMILES**: C[C@@H](O)[C@H](NC(=O)[C@@H](N)CCCCN)C(=O)O
**Gap between HOMO and LUMO**: 9.823 eV

ORCA input file:
```
! RIJCOSX wB97M-V def2-TZVPD def2/J DEFGRID3
* xyz 0 1
C -3.0799 1.2059 -1.7020
C -2.8002 -0.0276 -0.8546
O -2.2352 -1.0686 -1.6681
C -1.9250 0.2999 0.3097
N -0.5597 0.5125 -0.1508
C 0.1872 1.6380 0.1746
O -0.3487 2.6065 0.6796
C 1.6870 1.4016 -0.0419
N 2.4960 2.6666 -0.1278
C 2.2469 0.4000 0.9630
C 3.4868 -0.2938 0.3688
C 3.3230 -1.3509 -0.7424
C 2.2200 -2.3296 -0.3852
N 0.9676 -1.9039 -1.0458
C -2.0864 -0.8023 1.3637
O -3.1500 -1.0526 1.8785
O -0.9203 -1.3640 1.7127
H -3.6567 0.8675 -2.5523
H -3.6544 1.9639 -1.1883
H -2.1764 1.6895 -2.0827
H -3.7556 -0.4076 -0.3277
H -1.5089 -0.5699 -2.0833
H -2.1866 1.2777 0.7630
H -0.1272 -0.2671 -0.6544
H 1.6533 0.8711 -1.0252
H 2.3315 3.2548 0.6741
H 2.1866 3.1891 -0.9451
H 2.4155 0.9865 1.9048
H 1.5098 -0.3291 1.2054
H 3.9446 -0.7414 1.2033
H 4.2041 0.4330 0.0469
H 3.1652 -0.9536 -1.7666
H 4.2914 -1.8639 -0.8880
H 2.5059 -3.3247 -0.7065
H 2.0223 -2.3694 0.6531
H 0.1929 -2.5400 -0.8931
H 1.1354 -1.9258 -2.0471
H -1.1432 -1.9846 2.4366
*
```

Atom charges from the Mulliken analysis, given in e for atoms 1 to 4: atom 1 (C): -1.47, atom 2 (C): -0.18, atom 3 (O): -0.57, atom 4 (C): 0.24

Entry 2:
DFT (ωB97M-V with the def2-TZVPD basis set) results for a single C10H21N3O7S2 molecule at a distorted geometry.

Computed properties:
**Strongest force on any atom**: 0.122 Eh/bohr
**HOMO**: -9.81 eV
**Molecular weight**: 359.4 g mol⁻¹
**DFT total energy**: -1880.837654 Ha
**SMILES**: COS(=O)(=O)NC(=O)CCCCCCNC(=O)NS(C)(=O)=O
**Gap between HOMO and LUMO**: 9.976 eV

ORCA input file:
```
! RIJCOSX wB97M-V def2-TZVPD def2/J DEFGRID3
* xyz 0 1
C -0.6477 -1.4347 -7.7240
O 0.6273 -1.7529 -7.2145
S 0.5341 -2.3668 -5.6443
O 1.2168 -3.6628 -5.8776
O -0.7916 -2.5299 -5.0445
N 1.5336 -1.4787 -4.5859
C 0.7737 -0.5681 -3.9746
O 0.0027 0.1687 -4.6040
C 0.8965 -0.2214 -2.5005
C -0.5453 -0.1771 -1.7653
C -0.1686 0.3044 -0.2845
C -1.1982 1.3782 0.3092
C -0.6759 1.9614 1.6265
C -1.2456 0.9965 2.7062
N -0.8881 1.4488 4.0312
C -0.9814 0.6074 5.1011
O -1.7019 -0.3832 4.9680
N -0.3988 0.7113 6.3267
S 1.2017 1.0867 6.1994
C 1.8022 -0.4158 5.5046
O 1.6646 1.4868 7.5145
O 1.3236 2.3174 5.3629
H -1.1035 -0.6241 -7.1963
H -1.3602 -2.2825 -7.8934
H -0.5590 -0.9558 -8.7489
H 2.0442 -2.1410 -3.9765
H 1.6519 -1.0281 -2.0700
H 1.4485 0.7294 -2.3548
H -1.0443 -1.1710 -1.8349
H -1.1937 0.4948 -2.3470
H -0.1069 -0.6728 0.3864
H 0.7220 0.8846 -0.2898
H -1.4549 2.1264 -0.4428
H -2.0909 0.8452 0.5095
H -0.9572 2.9764 1.8330
H 0.3864 1.9898 1.7451
H -0.9083 -0.0694 2.5419
H -2.3508 1.0733 2.6829
H -0.4414 2.3948 4.2160
H -0.6855 -0.1108 6.8695
H 1.4951 -1.3216 5.9958
H 1.3227 -0.3906 4.5648
H 2.8527 -0.2233 5.3791
*
```

Atom charges from the Mulliken analysis, given in e for atoms 1 to 4: atom 1 (C): -0.63, atom 2 (O): -0.23, atom 3 (S): 1.16, atom 4 (O): -0.71

Entry 3:
DFT (ωB97M-V with the def2-TZVPD basis set) results for a molecular structure, C10H21NO10SZn at a distorted geometry.

Computed properties:
**Strongest force on any atom**: 0.043 Eh/bohr
**HOMO**: -0.33 eV
**Molecular weight**: 412.7 g mol⁻¹
**DFT total energy**: -3378.416823 Ha
**Gap between HOMO and LUMO**: 4.761 eV

ORCA input file:
```
! RIJCOSX wB97M-V def2-TZVPD def2/J DEFGRID3
* xyz -2 1
Zn 1.1796 -0.4323 -0.0923
C 0.6727 -0.7677 4.1574
C 0.5523 -0.4080 2.6870
O 1.5455 -0.6776 1.9629
O -0.4861 0.1924 2.3161
H 0.1893 -1.7390 4.2945
H 0.2274 0.0393 4.7396
H 1.6961 -0.9548 4.4869
C 4.1551 -0.0872 -2.8044
C 3.0604 -0.2446 -1.7860
O 1.8635 -0.0166 -2.1298
O 3.3074 -0.4911 -0.5832
H 3.9819 -0.6314 -3.7271
H 5.1264 -0.2768 -2.3475
H 4.2002 0.9827 -3.0418
S 0.3441 -3.6981 0.3170
O -0.9297 -4.1789 -0.3043
O 1.4776 -4.5017 -0.1672
O 0.5831 -2.2628 -0.0977
O 0.1095 -3.7142 1.7810
C -5.0885 0.1937 -0.3834
O -3.7604 -0.2351 -0.3158
C -3.0701 -0.1776 -1.5483
C -1.6290 -0.5803 -1.3503
N -0.7635 0.2676 -0.4960
C -0.7103 1.6406 -0.9852
C 0.1146 2.4546 0.0262
O 1.2417 1.7012 0.3686
C 2.2276 2.3089 1.1357
H -5.6662 -0.5408 -0.9622
H -5.1569 1.2048 -0.8057
H -5.4812 0.1991 0.6327
H -3.1099 0.8773 -1.8689
H -3.5378 -0.8677 -2.2582
H -1.1225 -0.7385 -2.3028
H -1.6262 -1.5202 -0.7833
H -1.1373 0.1601 0.4548
H -1.7045 2.1001 -0.9087
H -0.2366 1.7803 -1.9547
H -0.5122 2.6023 0.9189
H 0.3493 3.4666 -0.3318
H 2.3844 3.3612 0.8331
H 3.1900 1.8174 1.0302
H 1.9493 2.3928 2.1939
*
```

Atom charges from the Mulliken analysis, given in e for atoms 1 to 4: atom 1 (Zn): 1.52, atom 2 (C): -1.43, atom 3 (C): 0.96, atom 4 (O): -0.68

Entry 4:
DFT (ωB97M-V with the def2-TZVPD basis set) results for a gas-phase ion, C10H21O2S (charge +1) at a distorted geometry.

Computed properties:
**Strongest force on any atom**: 0.037 Eh/bohr
**HOMO**: -12.36 eV
**Molecular weight**: 205.3 g mol⁻¹
**DFT total energy**: -941.984017 Ha
**Gap between HOMO and LUMO**: 8.432 eV

ORCA input file:
```
! RIJCOSX wB97M-V def2-TZVPD def2/J DEFGRID3
* xyz 1 1
C 4.6563 -0.0921 1.3356
C 4.0504 -0.9637 0.2790
O 3.9827 -2.1802 0.3232
O 3.5464 -0.2377 -0.7817
C 2.1301 -0.4440 -0.9368
C 1.5619 0.7115 -1.7491
C 0.1947 1.2325 -1.3056
C -0.0152 1.4297 0.1939
C -1.4821 1.8707 0.4953
C -2.3259 0.7250 1.0546
C -2.8666 -0.2157 -0.0152
C -3.5878 -1.3816 0.6775
S -3.8729 -2.7754 -0.4687
H 3.8661 0.3295 1.9518
H 5.1906 0.7334 0.8800
H 5.3174 -0.6776 1.9602
H 1.6755 -0.5545 0.0442
H 1.9999 -1.3872 -1.4644
H 1.4525 0.3547 -2.7708
H 2.3069 1.4983 -1.7926
H 0.0731 2.2171 -1.7541
H -0.6187 0.6322 -1.7086
H 0.1452 0.5175 0.7597
H 0.6468 2.1992 0.5761
H -1.4588 2.6586 1.2376
H -1.9303 2.2189 -0.4303
H -3.1870 1.1345 1.5833
H -1.7695 0.1407 1.7851
H -2.0857 -0.6327 -0.6472
H -3.5932 0.2905 -0.6453
H -3.0379 -1.7378 1.5417
H -4.5876 -1.1180 1.0046
H -3.4572 -3.8689 0.1936
H -2.9202 -2.6273 -1.4065
*
```

Atom charges from the Mulliken analysis, given in e for atoms 1 to 4: atom 1 (C): -0.93, atom 2 (C): 0.73, atom 3 (O): -0.55, atom 4 (O): -0.36

Computed energy relative to the best compared isomer or geometry (same formula, charge and spin), in the same sequence as the records: 46.2, 272.1, 0.0, 0.0 kJ/mol.